Computed, not measured: C36H31AsClDyN4O4SSe2 as an isolated structure at a distorted geometry, with ωB97M-V/def2-TZVPD.

Element x y z (Å)
Dy (0.7310, -0.0020, 0.6649)
Se (2.6559, -0.4305, 4.1268)
Se (4.2162, 0.5001, 2.4904)
As (-2.5951, -0.6017, 0.6114)
Cl (3.7545, 0.8269, -7.8096)
S (-0.1657, 2.4622, 0.0948)
O (0.2929, -1.8656, 0.0441)
O (-1.2800, -0.1972, 1.5416)
O (1.5608, 0.2073, -1.3792)
O (3.7106, 0.8166, -1.2082)
N (2.0582, 3.0712, -1.1877)
N (2.8194, -1.1756, 0.6766)
N (2.0666, 3.5524, 1.0072)
N (0.8007, 1.1781, 2.7333)
C (5.0572, -1.8714, 1.1600)
C (-3.8992, -3.5326, 3.3255)
C (4.4762, 0.9757, -5.2105)
C (-0.2768, 3.1827, 3.5871)
C (-5.4226, 2.5238, 0.2255)
C (-3.8522, 0.8417, 0.9495)
C (-3.4757, -2.3355, 2.7647)
C (-1.6109, -0.6034, -3.5102)
C (4.9220, -2.9487, 0.3119)
C (0.4122, 3.0447, 4.7698)
C (1.4037, 3.0633, -0.0343)
C (-1.8149, -0.9533, -1.1351)
C (-4.0706, 1.2177, 2.2721)
C (1.3025, 1.9554, 4.9329)
C (-0.2720, -2.3083, -2.4562)
C (1.4720, 1.0355, 3.8965)
C (-0.6682, -1.6413, -3.5868)
C (2.6849, -2.2387, -0.1675)
C (4.2180, 0.9031, -3.8491)
C (2.9446, 0.5871, -3.3707)
C (-0.8462, -1.9751, -1.2174)
C (2.7175, 0.5302, -1.8747)
C (-4.9571, 2.2433, 2.5691)
C (-5.6338, 2.8979, 1.5462)
C (1.9462, 0.3635, -4.2843)
C (3.4497, 0.7367, -6.1098)
C (-0.0691, 2.2296, 2.5754)
C (-4.5342, 1.4978, -0.0734)
C (-3.7566, -4.5984, 1.1714)
C (-2.1728, -0.2616, -2.2911)
C (3.9900, -0.9878, 1.3297)
C (-3.3323, -3.4013, 0.6081)
C (3.7240, -3.1356, -0.3636)
C (-4.0403, -4.6642, 2.5296)
C (2.1792, 0.4324, -5.6520)
C (-3.1904, -2.2675, 1.4043)
H (1.3680, 0.2522, -6.3476)
H (3.0072, 3.9024, 0.9350)
H (-4.1178, -3.5844, 4.3834)
H (-2.9051, 0.5326, -2.2680)
H (5.4716, 1.2181, -5.5572)
H (-0.9671, 4.0055, 3.4405)
H (0.9826, 0.1495, -3.9148)
H (-5.1187, 2.5336, 3.5982)
H (-0.5590, -2.5614, -0.2800)
H (3.6000, -3.9732, -1.0380)
H (-4.3705, -5.5963, 2.9684)
H (0.4575, -3.1056, -2.5209)
H (1.8475, 1.8334, 5.8569)
H (-6.3253, 3.6969, 1.7787)
H (5.9857, -1.7084, 1.6877)
H (-3.8666, -5.4779, 0.5513)
H (-0.6202, 2.3203, 1.6261)
H (0.2704, 3.7623, 5.5671)
H (-3.3632, -1.4656, 3.3973)
H (1.6062, 2.7071, -2.0103)
H (1.7832, -2.3780, -0.6776)
H (-3.1172, -3.3588, -0.4526)
H (-1.9067, -0.0738, -4.4064)
H (1.6125, 3.5640, 1.9156)
H (5.0115, 1.0881, -3.1360)
H (-5.9518, 3.0289, -0.5714)
H (2.9981, 3.4182, -1.2753)
H (5.7448, -3.6387, 0.1708)
H (-4.4008, 1.2168, -1.1077)
H (-0.2434, -1.9133, -4.5406)
H (-3.5430, 0.7257, 3.0783)

As for the largest force on an atom: 0.13515 Eh/bohr. As for the expectation value of S²: 9.132. The HOMO energy (alpha / beta) comes out at -4.61 / -4.72 eV. As for the HOMO-LUMO gap (alpha / beta): 0.130 / 0.134 Eh. The spin multiplicity is 6.

Atomic partial charges in e from the Löwdin method, atoms 1 to 2: number 1, Dy, carries 1.2752; number 2, Se, carries 0.7553

Computed, not measured: C36H31AsClN2O5PRuS as an isolated structure, with ωB97M-V/def2-TZVPD.

Element x y z (Å)
Ru (0.7194, 0.2959, 2.1336)
As (0.9119, 1.8704, -3.6089)
Cl (2.6579, 0.4903, 0.7917)
S (1.5389, -2.2127, 2.2493)
P (-0.5935, -0.0838, 0.3096)
O (3.4886, 2.5465, 3.1482)
O (-0.8214, 0.0024, 3.4051)
O (-1.3346, -0.2691, 5.5637)
O (0.4653, 2.9610, 0.9913)
O (5.0600, 0.9422, 3.1801)
N (-0.0820, -3.3066, 4.3041)
N (1.7453, 0.4149, 4.0746)
C (-0.8687, -0.3365, -4.5544)
C (-1.9659, -2.2252, 1.3839)
C (0.9509, -0.1542, 4.9824)
C (-1.2505, -1.7896, 0.2687)
C (-0.7100, 1.0286, -4.3241)
C (0.1569, 0.1076, -1.3447)
C (-3.0408, 1.3547, -4.8912)
C (-3.1894, -0.0080, -5.1054)
C (3.8484, 1.4479, 3.4655)
C (2.7852, -0.6269, 6.4135)
C (-4.0289, 1.6500, -1.1361)
C (0.3483, 2.3071, 2.0018)
C (2.2126, 0.4542, -3.9447)
C (-0.0270, 3.0095, 3.3009)
C (-1.8085, 1.8661, -4.5073)
C (2.3748, -0.0541, -5.2325)
C (-2.6981, 1.4784, 1.2914)
C (-2.2434, -4.3915, 0.3815)
C (-2.4568, -3.5182, 1.4397)
C (4.0508, -0.9274, -3.2085)
C (-1.5306, -3.9664, -0.7285)
C (-2.8328, 0.9558, -1.0476)
C (-3.9021, 2.1647, 1.2044)
C (-1.0331, -2.6709, -0.7850)
C (3.3537, -0.9989, -5.5036)
C (-0.5315, -0.1715, 4.6626)
C (3.0433, 0.5485, 4.3545)
C (3.0704, 0.0188, -2.9374)
C (-2.0991, -0.8516, -4.9408)
C (3.6088, 0.0130, 5.4962)
C (4.1930, -1.4407, -4.4891)
C (-4.5661, 2.2577, -0.0089)
C (0.5843, -2.8662, 3.4608)
C (1.4274, -0.6777, 6.1728)
C (-2.1500, 0.8722, 0.1660)
C (0.5058, 1.5427, -1.7083)
H (-5.5020, 2.7988, -0.0773)
H (-0.4557, -2.3706, -1.6493)
H (-2.4397, 0.4805, -1.9389)
H (-4.5397, 1.7124, -2.0894)
H (-4.1504, -0.4123, -5.3977)
H (2.9765, 0.4005, -1.9266)
H (-1.3449, -4.6472, -1.5504)
H (-2.1917, 1.3919, 2.2435)
H (3.4606, -1.3912, -6.5077)
H (-2.1030, -1.5626, 2.2302)
H (-0.4079, 4.0062, 3.0754)
H (-1.7025, 2.9319, -4.3345)
H (4.9537, -2.1828, -4.6972)
H (-2.6168, -5.4069, 0.4311)
H (-0.3240, 2.2200, -1.4954)
H (0.8866, 3.0943, 3.8941)
H (3.2039, -1.0644, 7.3103)
H (0.7201, -1.1341, 6.8493)
H (-3.8851, 2.0212, -5.0196)
H (1.3384, 1.9069, -1.1091)
H (4.6727, 0.1107, 5.6581)
H (-2.2086, -1.9172, -5.1005)
H (-0.7558, 2.4402, 3.8768)
H (-4.3184, 2.6272, 2.0906)
H (-2.9792, -3.8500, 2.3273)
H (1.0459, -0.5247, -1.3369)
H (4.6955, -1.2667, -2.4075)
H (5.4796, 1.5750, 2.5784)
H (-0.5400, -0.3162, -2.0678)
H (-0.0290, -1.0078, -4.4181)
H (1.7238, 0.2836, -6.0321)

As for the largest force on an atom: 0.00245 Eh/bohr. As for the expectation value of S²: 0.756. The HOMO energy (alpha / beta) comes out at -4.89 / -4.89 eV. As for the HOMO-LUMO gap (alpha / beta): 0.270 / 0.253 Eh. The spin multiplicity is 2. The total charge is -1.

Atomic partial charges in e from the Löwdin method, atoms 1 to 2: number 1, Ru, carries 0.7509; number 2, As, carries 1.2943

Computed, not measured: C36H31AsNPS6SbV as an isolated structure at a distorted geometry, with ωB97M-V/def2-TZVPD.

Element x y z (Å)
Sb (8.6622, 14.6571, 13.3956)
As (9.7611, 10.0945, 12.7386)
V (10.1811, 11.9030, 14.2209)
S (6.9077, 14.6165, 11.8146)
S (10.5279, 13.2204, 12.3594)
S (14.3200, 12.5862, 12.5454)
S (17.0840, 11.6974, 10.7702)
S (10.2974, 9.8202, 15.7391)
S (8.2540, 12.5645, 14.8561)
P (15.4629, 12.8433, 10.9183)
N (11.7037, 12.6361, 15.3401)
C (14.9994, 12.0665, 8.2995)
C (8.5699, 7.6637, 15.8863)
C (14.2333, 11.9766, 7.1585)
C (15.1651, 13.2359, 17.6632)
C (15.9902, 14.5627, 10.8551)
C (7.6529, 6.7794, 15.3324)
C (17.3204, 16.2290, 9.7937)
C (12.7831, 11.8460, 15.1754)
C (14.0687, 8.6718, 11.5472)
C (14.4775, 12.6630, 9.4243)
C (13.4318, 9.6474, 10.8043)
C (8.6654, 10.2303, 11.1442)
C (12.0607, 8.3194, 12.8286)
C (6.9501, 10.4224, 8.9726)
C (7.9252, 9.4519, 8.9868)
C (16.9449, 14.9009, 9.9253)
C (12.1333, 10.0256, 11.1215)
C (12.8593, 13.8994, 16.9849)
C (15.3480, 15.5291, 11.6170)
C (13.2028, 13.1895, 9.4244)
C (11.4527, 9.3686, 12.1366)
C (13.9424, 11.9926, 15.8951)
C (7.3268, 6.8566, 13.9929)
C (12.9348, 12.4759, 7.1520)
C (15.7781, 16.8360, 11.5029)
C (8.8826, 8.6620, 13.6958)
C (16.7297, 17.2011, 10.5798)
C (7.9458, 7.7620, 13.1537)
C (12.4307, 13.0766, 8.2787)
C (6.7966, 11.2916, 10.0461)
C (13.9597, 13.0358, 16.8259)
C (9.1769, 8.6287, 15.0663)
C (11.7287, 13.6593, 16.2252)
C (13.3808, 7.9768, 12.5338)
C (8.8137, 9.3766, 10.0601)
C (7.6556, 11.1691, 11.1406)
H (7.5377, 11.8766, 11.9689)
H (10.8155, 14.2494, 16.2741)
H (12.6407, 11.0428, 14.4625)
H (11.5293, 7.7832, 13.6113)
H (6.2790, 10.4979, 8.1219)
H (14.6458, 11.4816, 6.2920)
H (14.5901, 15.2150, 12.3310)
H (14.7860, 11.3413, 15.7384)
H (8.0265, 8.7549, 8.1649)
H (6.0375, 12.0540, 10.0517)
H (15.9055, 12.4628, 17.4615)
H (12.9282, 14.7297, 17.6739)
H (7.1951, 6.0273, 15.9652)
H (17.0207, 18.2378, 10.4814)
H (13.8534, 7.1899, 13.1204)
H (9.6260, 8.6513, 10.0542)
H (13.9479, 10.0942, 9.9670)
H (15.3240, 17.5868, 12.1464)
H (15.1061, 8.4335, 11.3712)
H (16.0070, 11.6779, 8.3371)
H (14.9115, 13.2131, 18.7417)
H (17.3978, 14.1309, 9.3205)
H (15.6215, 14.2261, 17.4965)
H (7.7348, 7.7772, 12.0913)
H (11.6496, 10.8295, 10.5697)
H (11.4489, 13.5075, 8.3103)
H (8.8061, 7.6168, 16.9445)
H (6.6010, 6.1615, 13.5918)
H (12.8263, 13.6609, 10.3256)
H (12.3253, 12.3767, 6.2618)
H (18.1096, 16.4753, 9.0870)

As for the largest force on an atom: 0.04132 Eh/bohr. As for the expectation value of S²: 2.029. The HOMO energy (alpha / beta) comes out at -1.80 / -2.16 eV. As for the HOMO-LUMO gap (alpha / beta): 0.215 / 0.228 Eh. The spin multiplicity is 3. The total charge is -2.

Atomic partial charges in e from the Löwdin method, atoms 1 to 2: number 1, Sb, carries 0.2688; number 2, As, carries 1.1960